{
  "formula": "C7H12N2O3",
  "method": "ωB97M-V/def2-TZVPD",
  "species": ["H", "H", "H", "C", "H", "C", "H", "H", "C", "N", "H", "C", "C", "O", "H", "H", "O", "H", "H", "C", "C", "H", "N", "O"],
  "positions_angstrom": [[-1.033, 1.179, 3.199], [2.432, 2.183, 2.703], [2.235, 3.907, 2.280], [-0.147, 0.706, 2.761], [0.786, 4.288, 0.521], [0.199, -2.375, -1.553], [1.605, -5.183, -3.569], [-2.649, -0.795, -1.885], [1.699, 2.988, 2.555], [0.213, 1.341, 1.509], [0.856, -1.505, -1.585], [1.196, -4.383, -2.998], [0.709, 2.629, 1.475], [-0.815, 1.133, 0.592], [-0.834, 1.969, 0.103], [1.186, 3.167, 3.514], [-1.221, -0.431, -0.478], [0.093, -2.670, -0.508], [-0.366, -0.346, 2.547], [0.730, -3.475, -2.355], [-1.680, -1.007, -1.424], [0.699, 0.758, 3.456], [0.320, 3.378, 0.514], [-1.087, -2.011, -2.077]],
  "forces_ev_per_a": [[0.0, -0.1, 0.1], [-0.2, 0.2, 0.0], [-0.2, -0.3, 0.1], [0.2, -0.1, 0.0], [-0.2, -0.4, 0.0], [0.0, -0.1, 0.0], [0.0, 0.0, 0.0], [-0.1, 0.0, -0.1], [0.1, 0.2, 0.1], [0.3, 0.7, 0.3], [0.0, 0.0, 0.0], [-0.4, 0.8, 0.6], [0.1, -0.2, 0.3], [0.9, 2.7, 2.5], [0.0, 0.6, -0.2], [0.1, -0.1, -0.3], [-1.4, -3.6, -2.4], [0.0, 0.0, 0.0], [0.0, 0.2, 0.1], [0.4, -0.7, -0.5], [0.0, 0.0, 0.1], [-0.2, 0.0, -0.1], [0.2, 0.5, 0.0], [0.1, -0.3, -0.4]],
  "smiles": "[H]/N=C(\\C)N(C)O.C#CCOC=O",
  "relative_energy_kj_mol": 561.95,
  "orbital_gap_ev": 8.99,
  "homo_energy_ha": -0.2986,
  "e_lumo_ev": 0.9
}